{"formula": "C22H23CuGe2NO4", "method": "the ωB97M-V functional and the def2-TZVPD basis", "elements": ["Cu", "O", "C", "O", "C", "C", "C", "C", "C", "N", "C", "O", "O", "H", "H", "H", "H", "C", "Ge", "C", "C", "Ge", "C", "C", "C", "C", "C", "C", "C", "C", "C", "C", "C", "C", "H", "H", "H", "H", "H", "H", "H", "H", "H", "H", "H", "H", "H", "H", "H", "H", "H", "H", "H"], "xyz": [[-1.238, -0.440, -0.647], [-3.303, -3.945, 0.621], [-2.816, -2.817, 0.128], [-1.672, -2.448, 0.289], [-3.793, -1.986, -0.627], [-5.149, -2.199, -0.764], [-5.861, -1.237, -1.486], [-5.208, -0.130, -2.004], [-3.840, 0.006, -1.792], [-3.174, -0.922, -1.131], [-2.995, 1.220, -2.222], [-3.544, 2.050, -2.922], [-1.785, 1.175, -1.816], [-2.609, -4.401, 1.120], [-5.632, -3.061, -0.331], [-6.927, -1.357, -1.627], [-5.720, 0.643, -2.560], [2.934, 3.301, 0.211], [1.291, 2.559, -0.578], [1.438, 2.551, -2.526], [-0.223, 3.685, -0.067], [0.915, 0.278, 0.154], [2.262, -0.962, -0.560], [3.451, -0.492, -1.115], [4.392, -1.365, -1.642], [4.159, -2.732, -1.626], [2.977, -3.219, -1.085], [2.038, -2.340, -0.565], [0.901, 0.108, 2.113], [0.823, 1.239, 2.925], [0.773, 1.129, 4.308], [0.799, -0.121, 4.907], [0.878, -1.259, 4.114], [0.924, -1.143, 2.733], [3.089, 4.323, -0.136], [3.806, 2.708, -0.067], [2.869, 3.312, 1.299], [1.616, 3.565, -2.887], [0.505, 2.183, -2.952], [2.257, 1.913, -2.858], [-0.009, 4.721, -0.336], [-0.419, 3.640, 1.004], [-1.112, 3.355, -0.603], [3.655, 0.573, -1.133], [5.310, -0.976, -2.066], [4.891, -3.415, -2.038], [2.784, -4.284, -1.075], [1.109, -2.739, -0.169], [0.810, 2.226, 2.477], [0.718, 2.022, 4.918], [0.762, -0.210, 5.985], [0.907, -2.239, 4.574], [0.990, -2.043, 2.133]], "largest_force_ha_per_bohr": 0.0115, "relative_energy_ev": 0.000, "energy_ev": -190539.6202, "gap_ev": [6.5359, 7.2245], "multiplicity": 2}


{"formula": "C22H23F2IrN3O3P", "method": "the ωB97M-V functional and the def2-TZVPD basis", "elements": ["Ir", "N", "C", "O", "C", "C", "H", "H", "H", "H", "H", "H", "F", "C", "C", "C", "C", "C", "F", "C", "C", "C", "C", "C", "C", "N", "H", "H", "H", "H", "H", "H", "C", "P", "C", "C", "C", "C", "C", "C", "C", "H", "H", "H", "H", "H", "H", "H", "H", "H", "H", "H", "O", "N", "O"], "xyz": [[-0.470, 0.101, -0.403], [3.065, -0.676, 1.666], [1.790, -0.442, 1.367], [1.502, 0.193, 0.335], [0.732, -0.868, 2.347], [0.014, 0.380, 2.850], [3.782, -0.385, 1.019], [3.328, -1.167, 2.501], [1.179, -1.418, 3.175], [0.028, -1.527, 1.852], [0.746, 1.127, 3.148], [-0.599, 0.171, 3.731], [0.183, -5.240, -0.146], [0.199, -4.135, -0.905], [-0.090, -2.925, -0.296], [-0.088, -1.760, -1.049], [0.187, -1.843, -2.434], [0.478, -3.090, -2.975], [0.771, -3.196, -4.282], [0.497, -4.257, -2.241], [0.194, -0.589, -3.200], [0.243, -0.455, -4.586], [0.243, 0.805, -5.150], [0.201, 1.925, -4.334], [0.128, 1.727, -2.974], [0.119, 0.509, -2.426], [-0.363, -2.971, 0.746], [0.723, -5.209, -2.696], [0.270, -1.334, -5.206], [0.270, 0.915, -6.226], [0.207, 2.927, -4.737], [0.069, 2.564, -2.289], [-1.170, 2.437, 0.298], [-1.243, 1.287, 1.807], [-2.887, 0.599, 2.014], [-1.187, 2.712, 2.999], [-0.027, 3.491, 3.036], [0.058, 4.596, 3.864], [-1.019, 4.942, 4.672], [-2.176, 4.184, 4.637], [-2.265, 3.079, 3.796], [-0.196, 2.903, 0.168], [-1.850, 3.188, 0.699], [-1.600, 2.087, -0.643], [-3.617, 1.239, 1.519], [-3.110, 0.522, 3.076], [-2.933, -0.377, 1.535], [0.826, 3.242, 2.411], [0.963, 5.188, 3.880], [-0.953, 5.803, 5.324], [-3.019, 4.451, 5.259], [-3.190, 2.519, 3.778], [-3.088, 0.240, -2.967], [-2.889, 0.709, -1.904], [-2.391, -0.171, -1.000]], "largest_force_ha_per_bohr": 0.0194, "charge": 1, "relative_energy_ev": 2.814, "energy_ev": -51353.6830, "gap_ev": [8.0771, 7.1580], "multiplicity": 2}


{"formula": "C22H23F5GeN3O3SZr", "method": "the ωB97M-V functional and the def2-TZVPD basis", "elements": ["Zr", "C", "C", "O", "C", "C", "C", "N", "N", "C", "O", "C", "C", "C", "C", "C", "C", "H", "H", "H", "H", "H", "H", "H", "H", "H", "H", "H", "H", "F", "C", "C", "F", "C", "F", "C", "S", "C", "F", "C", "F", "O", "N", "C", "Ge", "C", "C", "C", "H", "H", "H", "H", "H", "H", "H", "H", "H", "H", "H"], "xyz": [[-0.384, -0.049, 0.191], [0.560, 3.299, 2.698], [-0.165, 2.682, 1.551], [-0.294, 1.370, 1.603], [-0.686, 3.397, 0.515], [-1.488, 2.847, -0.541], [-2.311, 3.795, -1.354], [-1.523, 1.558, -0.778], [-2.464, 1.151, -1.733], [-2.620, -0.126, -1.666], [-1.912, -0.865, -0.808], [-3.635, -0.824, -2.473], [-4.324, -0.134, -3.472], [-5.285, -0.787, -4.221], [-5.565, -2.127, -3.976], [-4.881, -2.814, -2.985], [-3.911, -2.165, -2.234], [1.466, 2.733, 2.915], [-0.069, 3.251, 3.590], [0.809, 4.339, 2.500], [-0.597, 4.473, 0.552], [-1.952, 4.813, -1.227], [-3.346, 3.749, -1.007], [-2.324, 3.512, -2.403], [-4.102, 0.909, -3.649], [-5.820, -0.255, -4.996], [-6.320, -2.636, -4.560], [-5.102, -3.855, -2.795], [-3.373, -2.695, -1.460], [3.870, -1.035, 5.338], [2.846, -1.268, 4.527], [2.847, -0.755, 3.240], [3.866, -0.020, 2.795], [1.760, -1.022, 2.441], [1.778, -0.502, 1.159], [0.654, -1.756, 2.819], [-0.711, -2.059, 1.720], [0.688, -2.256, 4.115], [-0.322, -2.980, 4.580], [1.764, -2.020, 4.960], [1.759, -2.510, 6.191], [0.959, -0.127, -1.397], [2.007, 0.563, -1.838], [3.822, -1.846, -1.821], [3.154, -0.548, -3.070], [1.839, -1.147, -4.331], [4.440, 0.731, -3.711], [2.213, 1.759, -1.462], [4.547, -2.493, -2.315], [3.012, -2.465, -1.437], [4.320, -1.349, -0.988], [2.319, -1.745, -5.106], [1.345, -0.300, -4.807], [1.092, -1.760, -3.829], [5.111, 0.232, -4.412], [5.055, 1.119, -2.899], [3.965, 1.557, -4.241], [1.535, 2.271, -0.783], [3.078, 2.268, -1.863]], "largest_force_ha_per_bohr": 0.0184, "charge": 1, "relative_energy_ev": 0.072, "energy_ev": -116015.5291, "gap_ev": 7.5888}


{"formula": "C22H23GeN2S5V", "method": "the ωB97M-V functional and the def2-TZVPD basis", "elements": ["V", "S", "S", "S", "S", "C", "C", "C", "C", "C", "C", "Ge", "C", "C", "C", "C", "C", "C", "C", "C", "C", "C", "C", "C", "H", "H", "H", "H", "H", "H", "H", "H", "H", "H", "H", "H", "H", "H", "H", "C", "N", "C", "C", "N", "C", "S", "H", "H", "H", "H", "H", "H", "H", "H"], "xyz": [[1.776, 0.293, 0.476], [3.767, -0.308, 1.243], [3.759, -1.843, 2.545], [1.856, -2.331, 2.892], [0.713, -1.242, 1.583], [-3.886, 1.870, -1.312], [-2.698, 2.499, -0.936], [-1.529, 1.767, -0.837], [-1.541, 0.388, -1.113], [-2.740, -0.236, -1.491], [-3.907, 0.510, -1.589], [-0.008, -0.714, -1.225], [-0.183, -2.527, -1.670], [0.555, -3.079, -2.721], [0.348, -4.404, -3.068], [-0.568, -5.171, -2.360], [-1.294, -4.625, -1.305], [-1.111, -3.298, -0.956], [1.719, 0.176, -1.681], [2.820, -0.705, -1.893], [3.821, -0.359, -2.778], [3.738, 0.846, -3.475], [2.656, 1.711, -3.303], [1.645, 1.387, -2.421], [-4.795, 2.451, -1.402], [-2.687, 3.564, -0.741], [-0.620, 2.278, -0.549], [-2.765, -1.290, -1.737], [-4.829, 0.029, -1.892], [1.261, -2.483, -3.288], [0.897, -4.838, -3.894], [-0.723, -6.207, -2.635], [-2.007, -5.233, -0.764], [-1.684, -2.877, -0.138], [2.858, -1.666, -1.394], [4.655, -1.029, -2.943], [4.521, 1.108, -4.176], [2.598, 2.629, -3.872], [0.800, 2.052, -2.317], [1.286, 2.693, 4.760], [0.081, 2.208, 4.080], [-1.203, 2.060, 4.813], [-2.177, 1.554, 3.727], [-1.291, 1.452, 2.543], [-0.071, 1.871, 2.826], [1.211, 2.093, 1.638], [1.129, 3.717, 5.092], [2.133, 2.661, 4.082], [1.483, 2.063, 5.625], [-1.491, 3.024, 5.225], [-1.070, 1.357, 5.633], [-2.982, 2.256, 3.532], [-2.603, 0.584, 3.965], [-1.621, 1.316, 1.599]], "largest_force_ha_per_bohr": 0.0205, "charge": 3, "energy_ev": -162520.4898, "gap_ev": [6.2739, 5.7621], "multiplicity": 2}


{"formula": "C22H23N3O3S", "method": "the ωB97M-V functional and the def2-TZVPD basis", "elements": ["C", "C", "C", "C", "C", "C", "N", "C", "C", "C", "C", "C", "O", "N", "C", "C", "C", "C", "C", "C", "N", "C", "C", "S", "C", "O", "O", "C", "C", "H", "H", "H", "H", "H", "H", "H", "H", "H", "H", "H", "H", "H", "H", "H", "H", "H", "H", "H", "H", "H", "H", "H"], "xyz": [[-0.246, 2.507, 5.253], [0.569, 1.814, 4.274], [1.464, 2.523, 3.334], [2.348, 1.908, 2.638], [2.290, 0.662, 2.707], [3.326, -0.205, 1.693], [3.470, 0.246, 0.164], [2.360, 0.049, -0.589], [2.186, 0.279, -1.787], [1.306, -0.200, -2.798], [0.075, -0.607, -2.235], [-0.926, -1.133, -3.153], [-1.245, -0.231, -4.124], [-1.517, -2.265, -2.855], [-2.729, -2.716, -3.608], [-4.114, -2.115, -3.107], [-4.513, -1.108, -2.458], [-5.590, -0.922, -1.702], [-6.414, -1.960, -1.693], [-6.128, -3.180, -1.819], [-4.951, -3.403, -2.690], [0.107, -1.056, -0.757], [0.983, -0.685, 0.122], [4.539, 1.325, -0.246], [3.782, 2.643, -0.656], [5.481, 1.605, 0.891], [5.118, 0.647, -1.293], [1.615, -0.208, 3.575], [0.794, 0.373, 4.509], [0.496, 3.184, 5.990], [-0.879, 1.945, 5.729], [-0.864, 3.328, 4.626], [1.542, 3.723, 3.385], [2.925, 2.381, 2.088], [4.249, -0.056, 1.972], [3.093, -1.343, 1.761], [3.317, 0.314, -2.266], [1.262, 0.194, -3.850], [-1.384, -2.763, -2.139], [-2.787, -3.622, -3.808], [-2.754, -2.055, -4.744], [-3.803, -0.173, -2.850], [-5.988, 0.264, -1.474], [-7.389, -1.896, -1.035], [-6.656, -4.052, -1.675], [-0.913, -1.373, -0.569], [1.002, -0.869, 1.128], [2.575, 2.660, -0.486], [3.755, 3.025, -1.616], [4.016, 3.734, -0.129], [1.652, -1.167, 3.442], [0.092, 0.034, 4.930]], "largest_force_ha_per_bohr": 0.2750, "smiles": "Cc1ccc(CN(c2ccc(C(=O)NCc3ccccn3)cc2)S(C)(=O)=O)cc1", "relative_energy_ev": 21.179, "energy_ev": -44616.0323, "gap_ev": 8.5026}


{"formula": "C22H23N3O4", "method": "the ωB97M-V functional and the def2-TZVPD basis", "elements": ["C", "O", "C", "O", "C", "C", "C", "N", "C", "O", "C", "C", "C", "N", "N", "C", "C", "C", "C", "C", "C", "C", "C", "C", "C", "C", "C", "C", "O", "H", "H", "H", "H", "H", "H", "H", "H", "H", "H", "H", "H", "H", "H", "H", "H", "H", "H", "H", "H", "H", "H", "H"], "xyz": [[3.640, 2.235, -1.979], [4.018, 2.459, -0.621], [4.961, 1.687, -0.112], [5.577, 0.855, -0.738], [5.162, 1.980, 1.361], [4.188, 1.159, 2.221], [4.633, -0.295, 2.421], [4.726, -1.034, 1.183], [3.647, -1.640, 0.642], [2.595, -1.790, 1.231], [3.893, -2.159, -0.770], [2.586, -2.679, -1.367], [1.567, -1.602, -1.332], [1.747, -0.349, -1.607], [0.565, 0.272, -1.430], [-0.288, -0.634, -1.056], [-1.685, -0.441, -0.751], [-2.478, -1.509, -0.337], [-3.812, -1.306, -0.049], [-4.385, -0.041, -0.171], [-5.807, 0.168, 0.132], [-6.396, -0.442, 1.237], [-7.733, -0.242, 1.522], [-8.507, 0.565, 0.705], [-7.933, 1.174, -0.399], [-6.594, 0.981, -0.682], [-3.582, 1.022, -0.587], [-2.247, 0.831, -0.872], [0.295, -1.856, -0.985], [3.172, 3.155, -2.320], [4.522, 2.003, -2.579], [2.931, 1.404, -2.025], [4.970, 3.041, 1.520], [6.192, 1.749, 1.637], [4.106, 1.624, 3.204], [3.199, 1.169, 1.759], [3.897, -0.808, 3.045], [5.608, -0.326, 2.914], [5.482, -0.780, 0.562], [4.281, -1.338, -1.376], [4.639, -2.954, -0.738], [2.206, -3.519, -0.783], [2.744, -3.002, -2.398], [-2.041, -2.492, -0.243], [-4.426, -2.141, 0.256], [-5.793, -1.059, 1.888], [-8.175, -0.716, 2.387], [-9.553, 0.718, 0.927], [-8.533, 1.801, -1.042], [-6.156, 1.445, -1.553], [-4.010, 2.011, -0.666], [-1.617, 1.647, -1.187]], "largest_force_ha_per_bohr": 0.0289, "smiles": "COC(=O)CCCNC(=O)CCc1nnc(-c2ccc(-c3ccccc3)cc2)o1", "relative_energy_ev": 1.837, "energy_ev": -35848.7169, "gap_ev": 8.6565}


{"formula": "C22H23N3O7S", "method": "the ωB97M-V functional and the def2-TZVPD basis", "elements": ["C", "O", "C", "C", "C", "C", "C", "O", "N", "C", "C", "C", "C", "C", "C", "N", "O", "O", "C", "C", "C", "O", "N", "C", "C", "C", "S", "C", "C", "O", "O", "C", "C", "H", "H", "H", "H", "H", "H", "H", "H", "H", "H", "H", "H", "H", "H", "H", "H", "H", "H", "H", "H", "H", "H", "H"], "xyz": [[3.707, -0.905, 5.658], [2.612, -1.537, 5.032], [2.120, -1.014, 3.889], [2.607, 0.127, 3.252], [2.019, 0.562, 2.083], [0.951, -0.124, 1.508], [0.390, 0.413, 0.249], [0.531, 1.568, -0.100], [-0.295, -0.511, -0.509], [-0.838, -0.282, -1.770], [-0.835, -1.200, -2.754], [-0.216, -2.513, -2.739], [-0.818, -3.549, -3.465], [-0.282, -4.817, -3.470], [0.887, -5.065, -2.756], [1.449, -6.388, -2.748], [0.893, -7.242, -3.406], [2.446, -6.572, -2.079], [1.526, -4.044, -2.062], [0.977, -2.780, -2.054], [-1.565, 1.008, -2.031], [-1.655, 1.472, -3.148], [-2.163, 1.549, -0.951], [-2.950, 2.752, -1.020], [-2.195, 3.961, -0.432], [-0.955, 4.282, -1.252], [-0.008, 5.651, -0.520], [0.746, 4.782, 0.887], [-4.223, 2.543, -0.221], [-4.380, 1.658, 0.578], [-5.139, 3.475, -0.475], [0.457, -1.258, 2.157], [1.031, -1.692, 3.329], [3.460, 0.116, 5.961], [3.922, -1.502, 6.543], [4.586, -0.892, 5.007], [3.438, 0.680, 3.660], [2.389, 1.447, 1.586], [-0.163, -1.485, -0.270], [-1.388, -0.942, -3.646], [-1.724, -3.346, -4.016], [-0.745, -5.624, -4.016], [2.449, -4.258, -1.543], [1.509, -1.980, -1.562], [-2.121, 1.101, -0.048], [-3.186, 2.943, -2.072], [-1.903, 3.722, 0.594], [-2.862, 4.825, -0.414], [-1.224, 4.606, -2.256], [-0.290, 3.422, -1.315], [0.065, 4.781, 1.735], [0.979, 3.767, 0.581], [1.651, 5.320, 1.146], [-5.932, 3.340, 0.069], [-0.401, -1.791, 1.772], [0.655, -2.561, 3.844]], "largest_force_ha_per_bohr": 0.0282, "smiles": "COc1ccc(C(=O)N/C(=C\\c2ccc([N+](=O)[O-])cc2)C(=O)N[C@H](CCSC)C(=O)O)cc1", "relative_energy_ev": 3.036, "energy_ev": -52823.8618, "gap_ev": 7.2310}


{"formula": "C22H23N3O7Sc", "method": "the ωB97M-V functional and the def2-TZVPD basis", "elements": ["Sc", "O", "C", "C", "C", "C", "C", "C", "C", "N", "C", "C", "N", "C", "C", "C", "C", "C", "C", "C", "O", "H", "H", "H", "H", "H", "H", "H", "H", "H", "H", "H", "H", "H", "H", "O", "C", "C", "N", "C", "C", "O", "O", "C", "C", "O", "O", "H", "H", "H", "H", "H", "H", "H", "H", "H"], "xyz": [[0.114, -0.265, 0.101], [-1.013, 0.581, 1.563], [-0.903, 1.519, 2.456], [-1.913, 1.707, 3.423], [-1.805, 2.688, 4.385], [-0.695, 3.544, 4.427], [0.282, 3.384, 3.468], [0.206, 2.388, 2.487], [1.267, 2.377, 1.478], [1.472, 1.548, 0.532], [2.516, 1.913, -0.444], [1.952, 2.098, -1.862], [2.237, 0.912, -2.663], [1.344, 0.303, -3.317], [-0.112, 0.588, -3.548], [-0.513, 0.524, -4.887], [-1.824, 0.721, -5.287], [-2.780, 0.958, -4.301], [-2.416, 0.990, -2.967], [-1.086, 0.803, -2.563], [-0.811, 0.812, -1.268], [-2.774, 1.050, 3.378], [-2.597, 2.802, 5.118], [-0.613, 4.315, 5.182], [1.145, 4.046, 3.458], [1.950, 3.228, 1.551], [3.263, 1.123, -0.488], [3.005, 2.828, -0.108], [2.497, 2.923, -2.322], [0.898, 2.379, -1.806], [1.697, -0.561, -3.886], [0.245, 0.299, -5.633], [-2.097, 0.673, -6.333], [-3.819, 1.106, -4.573], [-3.150, 1.139, -2.184], [-3.605, 0.386, 0.358], [-3.664, -0.917, 0.903], [-3.017, -1.973, 0.035], [-1.544, -2.115, 0.096], [-1.121, -2.994, -1.027], [0.236, -2.709, -1.628], [0.710, -3.500, -2.419], [0.745, -1.573, -1.259], [-1.163, -2.729, 1.390], [0.323, -2.666, 1.734], [0.841, -3.636, 2.253], [0.881, -1.517, 1.485], [-2.696, 0.708, 0.477], [-4.721, -1.176, 0.962], [-3.270, -0.936, 1.922], [-3.278, -1.737, -0.997], [-3.461, -2.949, 0.276], [-1.822, -2.857, -1.849], [-1.160, -4.045, -0.735], [-1.466, -3.776, 1.440], [-1.662, -2.178, 2.187]], "largest_force_ha_per_bohr": 0.0242, "charge": -1, "relative_energy_ev": 0.353, "energy_ev": -62698.9678, "gap_ev": 8.0486}